[1]
Density functional theory data (the ωB97M-V functional and the def2-TZVPD basis) for a structure of composition C12H19I2N4ORu in a non-equilibrium geometry.

Last column: Löwdin spin population.
Positions of all 39 atoms, in Å:
C1 2.448 1.104 -1.544  0.0932
I1 3.719 2.653 -2.036  0.9808
H1 2.859 0.217 -1.048  0.0138
H2 1.752 1.566 -0.875  0.0205
H3 1.941 0.711 -2.430  0.0051
C2 -2.732 -1.051 -2.773  0.0552
C3 -1.743 -1.712 -3.426  0.0377
N1 -0.581 -1.440 -2.715  0.0277
C4 -0.811 -0.619 -1.659  0.0732
N2 -2.159 -0.435 -1.692  0.0338
H4 -3.775 -1.009 -2.971  0.0223
H5 -1.764 -2.331 -4.293  0.0056
C5 0.050 2.124 3.349  0.0504
C6 0.694 0.680 1.700  0.0691
N3 -0.032 1.796 2.037  0.0334
H6 1.024 0.938 4.975  0.0060
N4 1.051 0.217 2.962  0.0213
H7 -0.332 2.995 3.817  0.0130
Ru1 0.253 -0.590 0.099  2.1309
C7 1.093 -2.175 0.570  0.1375
O1 2.158 -2.659 0.563  0.0377
C8 0.732 1.116 3.956  0.0335
C9 1.813 -0.955 3.253  0.0197
H8 2.116 -0.912 4.297  0.0027
H9 2.705 -0.966 2.620  0.0031
H10 1.200 -1.855 3.110  0.0055
C10 -0.704 2.679 1.097  0.0775
H11 -0.185 3.633 1.014  0.0105
H12 -1.730 2.869 1.477  0.0336
H13 -0.781 2.195 0.119  0.0223
C11 -2.917 0.309 -0.714  0.0922
H14 -3.247 1.237 -1.163  0.0303
H15 -2.354 0.514 0.170  0.0148
H16 -3.799 -0.288 -0.452  0.0320
C12 0.699 -1.943 -3.081  0.0198
H17 1.360 -1.122 -3.385  0.0022
H18 0.580 -2.656 -3.955  0.0021
H19 1.131 -2.482 -2.253  0.0076
I2 -1.734 -2.353 1.283  0.7223

As for the charge: -2. The energy relative to the best compared isomer or geometry (same formula, charge and spin) comes out at 0.000 eV. The HOMO energy (spin up / spin down) comes out at 2.2 / -3.2 eV. Its spin multiplicity is 6. The value obtained for the frontier orbital gap (spin up / spin down) is 1.45 / 6.93 eV. For the electronic energy, the calculation gives -1452.98057 Eh.



[2]
Density functional theory data (the ωB97M-V functional and the def2-TZVPD basis) for a cluster of 2 separate species, C12H19N2O in total in a non-equilibrium geometry.

Last column: Löwdin charge in e.
Positions of all 34 atoms, in Å:
C1 -3.965 1.431 -0.514  -0.0122
C2 -4.100 0.277 -1.379  -0.0229
C3 -3.120 1.335 0.614  -0.0736
C4 -3.331 -0.861 -1.121  -0.0234
C5 -2.480 0.174 0.889  -0.0651
C6 -2.468 -0.850 -0.031  -0.2086
C7 3.407 1.003 0.244  -0.2338
C8 3.567 -0.099 -0.811  -0.1615
C9 2.057 1.636 0.232  -0.1582
C10 2.481 -1.203 -0.501  -0.1633
C11 0.962 0.532 0.426  -0.3909
C12 -1.574 -2.061 0.055  0.0125
N1 -0.660 -2.165 0.965  0.2049
N2 1.101 -0.565 -0.514  -0.0216
O1 0.947 0.012 1.776  -0.0263
H1 -4.441 2.474 -0.677  0.1467
H2 -4.612 0.496 -2.297  0.1048
H3 -2.999 2.184 1.300  0.1244
H4 -3.210 -1.682 -1.824  0.1199
H5 -1.886 0.100 1.793  0.1168
H6 3.414 0.587 1.280  0.1193
H7 4.353 1.639 0.245  0.1392
H8 3.319 0.442 -1.724  0.1134
H9 4.512 -0.652 -0.702  0.1204
H10 2.082 2.518 0.946  0.1316
H11 1.740 2.337 -0.633  0.1441
H12 2.413 -1.677 -1.489  0.1130
H13 2.676 -1.775 0.368  0.1010
H14 0.042 0.960 0.285  0.0938
H15 -1.800 -2.945 -0.607  0.1678
H16 -0.115 -2.974 1.044  0.1180
H17 -0.325 -1.246 1.522  0.1520
H18 1.190 -0.151 -1.467  0.1318
H19 0.823 0.767 2.305  0.0862

As for the charge: +1. The energy relative to the best compared isomer or geometry (same formula, charge and spin) comes out at 1.578 eV. The HOMO energy comes out at -12.2 eV. The value obtained for the frontier orbital gap is 7.86 eV. For the electronic energy, the calculation gives -653.10025 Eh.



[3]
Density functional theory data (the ωB97M-V functional and the def2-TZVPD basis) for a cluster of 2 separate species, C12H19N2O in total in a non-equilibrium geometry.

Last column: Löwdin spin population.
Positions of all 34 atoms, in Å:
C1 -2.491 -0.067 -3.157  0.3806
C2 -1.112 -0.079 -3.405  0.1149
C3 -3.019 -0.801 -2.127  0.0426
C4 -0.250 -0.684 -2.545  0.1260
C5 -2.198 -1.594 -1.345  0.2546
C6 -0.751 -1.583 -1.557  0.3336
C7 1.012 2.215 1.773  0.0009
C8 -0.375 1.579 1.861  0.0106
C9 2.117 1.182 1.715  0.0130
C10 -0.488 0.575 0.682  0.0099
C11 1.814 0.146 0.617  0.0153
C12 0.147 -2.324 -0.782  0.2671
N1 -0.322 -3.260 0.066  0.1376
N2 0.518 -0.493 0.757  0.2303
O1 1.822 0.699 -0.667  0.0013
H1 -2.984 0.796 -3.520  0.0199
H2 -0.717 0.563 -4.143  0.0017
H3 -4.092 -0.636 -1.937  -0.0032
H4 0.812 -0.425 -2.626  0.0023
H5 -2.638 -2.067 -0.523  0.0145
H6 0.930 2.656 0.790  0.0000
H7 1.097 2.910 2.473  0.0008
H8 -0.553 1.097 2.805  0.0000
H9 -1.069 2.334 1.683  0.0013
H10 3.099 1.697 1.653  0.0018
H11 1.981 0.561 2.632  0.0001
H12 -1.468 0.152 0.798  0.0017
H13 -0.270 1.008 -0.277  0.0005
H14 2.618 -0.568 0.719  0.0008
H15 1.260 -2.384 -1.013  0.0024
H16 0.255 -3.896 0.580  0.0040
H17 -1.238 -3.560 0.105  0.0078
H18 0.287 -1.023 1.608  0.0051
H19 2.430 0.137 -1.107  0.0001

As for the charge: +1. The energy relative to the best compared isomer or geometry (same formula, charge and spin) comes out at 0.000 eV. The HOMO energy (spin up / spin down) comes out at -10.0 / -12.2 eV. Its spin multiplicity is 3. The value obtained for the frontier orbital gap (spin up / spin down) is 7.56 / 5.00 eV. For the electronic energy, the calculation gives -653.00559 Eh.



[4]
Density functional theory data (the ωB97M-V functional and the def2-TZVPD basis) for a structure of composition C12H19N3S4Tb in a non-equilibrium geometry.

Last column: Löwdin spin population.
Positions of all 39 atoms, in Å:
Tb1 1.432 0.322 0.122  6.1421
S1 -0.045 -2.207 -0.244  -0.0203
S2 -0.286 2.572 -0.600  -0.0193
C1 1.392 -3.331 0.013  0.0009
C2 -0.107 -2.360 -2.114  -0.0014
C3 0.725 -1.225 -2.690  -0.0025
N1 0.239 0.060 -2.132  -0.0166
C4 0.770 1.276 -2.821  -0.0047
C5 -0.037 2.511 -2.428  -0.0007
H1 -1.160 -2.322 -2.434  -0.0002
H2 0.285 -3.351 -2.389  -0.0002
H3 0.671 -1.245 -3.788  0.0001
H4 1.783 -1.340 -2.395  -0.0012
H5 0.744 1.154 -3.919  0.0000
H6 1.830 1.384 -2.511  -0.0023
H7 -1.035 2.512 -2.892  -0.0001
H8 0.467 3.439 -2.729  -0.0001
C6 1.249 3.492 -0.116  -0.0047
H9 -0.792 0.074 -2.220  0.0001
H10 2.117 3.137 -0.701  -0.0016
H11 1.418 3.333 0.964  0.0002
H12 1.104 4.568 -0.298  0.0000
H13 1.664 -3.264 1.074  0.0003
H14 2.237 -2.998 -0.609  0.0003
H15 1.124 -4.371 -0.248  0.0001
C7 -3.027 -0.123 1.050  0.0000
C8 -3.329 -0.192 -0.254  0.0003
H16 -3.059 0.848 1.585  -0.0002
H17 -2.841 -1.032 1.639  0.0000
H18 -3.535 0.708 -0.840  0.0000
H19 -3.419 -1.169 -0.735  0.0000
S3 -0.114 1.217 2.269  -0.0344
C9 0.596 0.151 3.401  0.0027
C10 0.013 0.050 4.731  -0.0002
N2 -0.467 0.062 5.805  0.0014
C11 1.766 -0.600 3.208  -0.0053
S4 3.095 -0.214 2.123  -0.0292
C12 2.048 -1.672 4.119  -0.0005
N3 2.500 -2.517 4.801  -0.0031

As for the charge: +1. The energy relative to the best compared isomer or geometry (same formula, charge and spin) comes out at 0.523 eV. The HOMO energy (spin up / spin down) comes out at -10.7 / -10.7 eV. Its spin multiplicity is 7. The value obtained for the frontier orbital gap (spin up / spin down) is 6.11 / 6.48 eV. For the electronic energy, the calculation gives -3049.85365 Eh.



[5]
Density functional theory data (the ωB97M-V functional and the def2-TZVPD basis) for a cluster of 2 separate species, C12H19NO in total in a non-equilibrium geometry.

Last column: Löwdin charge in e.
Positions of all 33 atoms, in Å:
C1 -2.167 2.082 1.516  -0.0840
C2 -2.209 0.593 1.185  -0.2904
N1 -3.119 0.262 0.100  -0.1739
C3 -3.503 -1.147 0.108  -0.0910
C4 -2.637 0.673 -1.305  -0.4219
C5 -1.431 -0.062 -1.735  -0.0100
O1 -3.468 1.387 -1.789  0.1302
H1 -1.447 2.761 1.055  0.0719
H2 -2.242 2.276 2.563  0.0593
H3 -3.045 2.407 0.968  0.0674
H4 -1.085 0.399 1.004  0.1082
H5 -2.316 -0.138 2.017  0.1199
H6 -2.590 -1.724 -0.236  0.0849
H7 -3.966 -1.537 0.985  0.0738
H8 -4.234 -1.231 -0.711  0.0934
H9 -0.738 0.269 -0.907  0.0900
H10 -1.225 -1.116 -1.735  0.0817
H11 -1.237 0.278 -2.749  0.0945
C6 2.268 0.067 -2.146  -0.0536
C7 2.629 -0.252 -0.677  -0.2626
C8 2.256 -1.487 -0.128  -0.0458
C9 2.521 -1.641 1.262  -0.1058
C10 3.413 -0.860 1.933  -0.1044
C11 3.840 0.351 1.352  -0.0924
C12 3.421 0.656 0.091  -0.0635
H12 1.338 0.619 -1.985  0.0563
H13 1.885 -0.823 -2.653  0.0650
H14 3.119 0.396 -2.785  0.0915
H15 1.811 -2.332 -0.626  0.1015
H16 2.169 -2.569 1.697  0.0969
H17 3.810 -1.158 2.915  0.1084
H18 4.497 1.049 1.855  0.1019
H19 3.682 1.551 -0.440  0.1028

The energy relative to the best compared isomer or geometry (same formula, charge and spin) comes out at 3.068 eV. The HOMO energy comes out at -8.6 eV. The value obtained for the frontier orbital gap is 9.31 eV. For the electronic energy, the calculation gives -598.53555 Eh.



[6]
Density functional theory data (the ωB97M-V functional and the def2-TZVPD basis) for a structure of composition C12H19NO2 in a non-equilibrium geometry.

Last column: Löwdin charge in e.
Positions of all 34 atoms, in Å:
C1 0.453 -2.651 -1.617  -0.0856
C2 -0.700 -1.788 -2.070  -0.1059
C3 1.517 2.087 1.467  -0.1752
C4 1.966 0.893 2.208  -0.1999
C5 -2.401 0.293 -0.171  -0.1101
C6 0.044 1.771 0.928  -0.0816
C7 0.984 -0.260 2.041  -0.0894
C8 -1.497 -0.187 1.032  -0.1349
C9 -1.600 0.514 -1.579  -0.1072
C10 0.497 -0.279 -0.385  0.0720
C11 -0.033 0.228 0.908  -0.4283
C12 -0.347 -0.361 -1.770  -0.4218
N1 1.076 -2.154 -0.614  -0.1594
O1 2.002 -2.485 0.132  -0.0765
O2 0.596 0.245 -2.752  -0.0226
H1 0.758 -3.482 -2.237  0.1254
H2 -0.974 -2.080 -3.143  0.1535
H3 -1.476 -2.070 -1.334  0.1242
H4 1.560 3.011 1.936  0.0763
H5 2.141 2.243 0.538  0.1206
H6 2.925 0.611 1.826  0.1025
H7 1.935 1.134 3.338  0.1414
H8 -3.250 -0.360 -0.357  0.0920
H9 -2.791 1.337 0.070  0.1189
H10 -0.676 2.164 1.558  0.0834
H11 -0.134 2.228 -0.146  0.1536
H12 1.479 -1.195 1.877  0.0871
H13 0.323 -0.307 2.890  0.1073
H14 -1.923 0.339 1.891  0.1109
H15 -1.610 -1.244 1.173  0.1080
H16 -2.266 0.414 -2.447  0.1163
H17 -1.346 1.514 -1.737  0.0723
H18 1.452 0.258 -0.616  0.1519
H19 1.316 -0.383 -2.837  0.0807

The energy relative to the best compared isomer or geometry (same formula, charge and spin) comes out at 4.566 eV. The HOMO energy (spin up / spin down) comes out at -8.5 / -8.5 eV. The value obtained for the frontier orbital gap (spin up / spin down) is 9.16 / 9.16 eV. For the electronic energy, the calculation gives -673.71642 Eh.